Entry 1:
A molecular structure, C7H8Cl2O2S at a distorted geometry, computed with ωB97M-V with the def2-TZVPD basis set.

Calculated values
relative energy (zero: lowest compared OMol25 entry of this formula, charge and spin) = 0.806 eV
LUMO = 0.42 eV
HOMO level = -10.3783 eV
molecular weight = 227.1 g/mol
gap between HOMO and LUMO = 10.801 eV

```
20
Properties=species:S:1:pos:R:3:mulliken_charge:R:1
O -0.981 1.300 -2.402 -0.634
O -0.181 2.831 -0.683 -0.610
Cl 2.135 1.972 0.939 -0.167
Cl 0.277 -1.488 -2.805 -0.183
C -0.636 -1.097 1.369 -1.083
C 1.283 0.390 0.674 -0.195
C 0.464 -1.084 -1.010 -0.360
C -0.123 0.287 1.344 -0.234
C -0.891 -0.993 -0.187 -0.099
C 0.983 0.306 -0.805 -0.858
C -1.110 0.441 0.157 -0.778
S -0.352 1.478 -1.093 1.072
H -1.647 -1.127 1.880 0.337
H -0.009 -1.890 1.697 0.395
H 2.014 -0.334 1.069 0.393
H 1.001 -1.852 -0.598 0.505
H -0.208 0.856 2.210 0.601
H -1.765 -1.385 -0.730 0.502
H 1.817 0.566 -1.493 0.687
H -2.072 0.824 0.466 0.708
```

Entry 2:
A molecular structure, C22H34AsAuF2N4, computed with ωB97M-V with the def2-TZVPD basis set.

Calculated values
relative energy (zero: lowest compared OMol25 entry of this formula, charge and spin) = 0.000 eV
LUMO = -6.89 eV
net charge = +2
HOMO level = -14.4666 eV
molecular weight = 664.4 g/mol
gap between HOMO and LUMO = 7.581 eV

```
64
Properties=species:S:1:pos:R:3:mulliken_charge:R:1
Au 0.032 -0.282 0.599 0.757
F 3.831 -3.860 1.633 -0.311
C 2.670 -3.610 1.037 0.393
C 2.069 -2.377 1.257 -0.857
C 0.860 -2.123 0.645 0.708
C 0.256 -3.043 -0.227 -0.636
C 0.904 -4.263 -0.384 0.574
F 0.384 -5.172 -1.209 -0.310
C 2.096 -4.577 0.240 -0.918
C -0.900 -2.592 -1.033 0.574
C -1.740 -3.387 -1.797 -0.954
C -2.756 -2.791 -2.528 -0.396
C -2.930 -1.415 -2.489 -0.923
C -2.074 -0.676 -1.700 -0.003
N -1.092 -1.252 -1.003 -0.021
H 2.566 -1.668 1.900 0.806
H 2.569 -5.535 0.076 0.538
H -1.609 -4.457 -1.821 0.539
H -3.413 -3.407 -3.129 0.463
H -3.710 -0.924 -3.052 0.455
H -2.154 0.401 -1.617 0.442
C 2.642 1.022 3.472 -1.207
C 1.145 1.239 3.683 -0.451
As 0.101 -0.248 3.025 0.076
C -1.738 0.013 3.589 -0.819
C -2.487 1.168 2.942 -0.963
C 0.643 -1.847 3.981 -0.400
C 0.388 -1.695 5.481 -1.351
H 3.202 1.848 3.906 0.448
H 2.892 0.976 2.411 0.223
H 2.993 0.107 3.950 0.301
H 0.784 2.125 3.160 0.289
H 0.893 1.353 4.739 0.603
H -1.664 0.148 4.670 0.592
H -2.247 -0.936 3.418 0.470
H -1.941 2.108 3.019 0.233
H -3.444 1.304 3.446 0.446
H -2.704 0.959 1.895 0.138
H 1.694 -2.022 3.775 0.397
H 0.084 -2.674 3.542 0.502
H 0.917 -0.841 5.904 0.346
H 0.756 -2.586 5.989 0.424
H -0.671 -1.604 5.715 0.331
C 2.377 3.272 -1.075 -1.226
N 1.191 2.415 -1.104 0.152
C 1.374 1.140 -1.777 -1.239
C 0.101 2.671 -0.347 0.846
N -0.612 1.677 0.185 -0.285
N -0.244 3.957 -0.143 0.050
C -0.086 4.981 -1.181 -1.184
C -1.152 4.324 0.935 -1.070
H 3.235 2.678 -0.754 0.403
H 2.241 4.086 -0.372 0.401
H 2.593 3.680 -2.062 0.364
H 1.937 1.308 -2.694 0.444
H 0.413 0.709 -2.049 0.381
H 1.955 0.429 -1.175 0.352
H -1.505 1.994 0.530 -0.095
H 0.367 4.558 -2.070 0.398
H 0.526 5.808 -0.822 0.354
H -1.070 5.368 -1.448 0.407
H -2.202 4.249 0.635 0.359
H -0.957 5.358 1.213 0.400
H -0.976 3.700 1.808 0.238
```

Entry 3:
4 unconnected molecules or ions with the total composition C2H14NO3, computed with ωB97M-V with the def2-TZVPD basis set.

Calculated values
relative energy (zero: lowest compared OMol25 entry of this formula, charge and spin) = 0.201 eV
LUMO = -2.80 eV
net charge = +1
HOMO level = -15.2966 eV
molecular weight = 100.1 g/mol
gap between HOMO and LUMO = 12.499 eV

```
20
Properties=species:S:1:pos:R:3:mulliken_charge:R:1
C -1.339 1.511 -1.133 -1.037
C 0.031 1.840 -0.586 -0.339
N 0.776 0.561 -0.207 -0.180
H -1.725 2.347 -1.703 0.350
H -1.253 0.701 -1.843 0.320
H -1.972 1.224 -0.294 0.310
H 0.685 2.425 -1.224 0.351
H 0.057 2.422 0.335 0.314
H 0.643 0.457 0.808 0.356
H 1.772 0.682 -0.338 0.351
H 0.578 -0.288 -0.773 0.267
H 0.722 -2.544 -2.034 0.313
H -0.040 -2.347 -0.694 0.394
O 0.572 -1.907 -1.329 -0.724
H 1.430 1.933 2.816 0.316
H 0.517 0.979 3.525 0.325
O 0.993 1.080 2.688 -0.660
H -0.241 -3.868 1.199 0.309
H -1.539 -3.791 0.319 0.314
O -0.666 -3.414 0.468 -0.649
```

Entry 4:
A gas-phase ion, C5H8N (charge +1) at a distorted geometry, computed with ωB97M-V with the def2-TZVPD basis set.

Calculated values
relative energy (zero: lowest compared OMol25 entry of this formula, charge and spin) = 7.102 eV
structure (SMILES) = C[N@@H+]1C#CCC1
LUMO (alpha / beta) = -6.19 / -6.00 eV
net charge = +1
HOMO level (alpha / beta) = -14.8211 / -15.0227 eV
molecular weight = 82.1 g/mol
gap between HOMO and LUMO (alpha / beta) = 8.632 / 9.024 eV

```
14
Properties=species:S:1:pos:R:3:mulliken_charge:R:1
C 0.506 0.415 1.752 0.038
C 0.241 -0.784 1.450 -0.112
C 0.957 1.321 0.778 -0.332
C 0.835 0.177 -0.591 -0.572
C -1.376 -0.730 -0.383 -0.917
N -0.041 -0.962 0.038 0.078
H 0.101 1.949 0.442 0.261
H 1.862 1.942 0.663 0.391
H 0.231 0.549 -1.367 0.362
H 1.860 -0.122 -0.970 0.348
H -1.703 0.279 0.019 0.371
H -1.565 -0.751 -1.552 0.336
H -2.079 -1.374 0.030 0.392
H 0.171 -1.911 -0.310 0.358
```

Entry 5:
A molecular structure, C23H22BeCl2N6O3, computed with ωB97M-V with the def2-TZVPD basis set.

Calculated values
LUMO = 0.04 eV
HOMO level = -7.4023 eV
molecular weight = 510.4 g/mol
gap between HOMO and LUMO = 7.439 eV

```
57
Properties=species:S:1:pos:R:3:mulliken_charge:R:1
Be 1.005 -0.392 0.510 -1.461
Cl 5.439 -2.444 4.625 -0.222
C 4.599 -2.003 3.174 0.098
C 3.308 -1.497 3.289 -0.850
C 2.612 -1.140 2.148 0.052
N 1.284 -0.651 2.074 0.590
C 0.583 -0.301 3.177 0.429
O 0.996 -0.232 4.325 -0.679
C -0.874 0.061 2.953 0.709
C -1.385 1.145 3.663 -0.749
C -2.725 1.456 3.532 -0.339
C -3.518 0.650 2.725 -0.751
C -2.922 -0.419 2.078 -0.243
N -1.624 -0.709 2.168 -0.332
C 3.213 -1.291 0.878 0.066
C 4.498 -1.795 0.777 -0.879
C 5.189 -2.147 1.932 0.108
Cl 6.798 -2.771 1.767 -0.222
N 2.381 -0.855 -0.181 0.614
C 2.702 -1.051 -1.481 0.527
O 3.629 -1.713 -1.923 -0.675
C 1.774 -0.410 -2.497 0.662
C 1.383 -1.179 -3.590 -0.769
C 0.577 -0.604 -4.555 -0.317
C 0.221 0.731 -4.414 -0.770
C 0.684 1.420 -3.306 -0.243
N 1.432 0.869 -2.351 -0.390
H 2.866 -1.382 4.263 0.647
H -0.723 1.699 4.313 0.464
H -3.149 2.297 4.064 0.429
H -4.578 0.834 2.609 0.446
H -3.517 -1.082 1.456 0.425
H 4.965 -1.924 -0.185 0.649
H 1.735 -2.198 -3.663 0.461
H 0.248 -1.179 -5.412 0.434
H -0.387 1.235 -5.154 0.447
H 0.445 2.471 -3.179 0.429
C -2.974 2.371 -0.580 -1.340
N -1.606 1.877 -0.628 0.565
C -0.582 2.794 -0.140 -1.256
C -1.308 0.565 -0.685 0.997
O -0.247 0.153 -0.171 -0.217
N -2.137 -0.303 -1.302 0.531
C -1.884 -1.727 -1.118 -1.232
C -2.858 0.046 -2.519 -1.309
H -3.108 2.934 0.345 0.409
H -3.676 1.543 -0.573 0.447
H -3.191 3.027 -1.425 0.318
H -0.772 3.778 -0.568 0.404
H 0.400 2.452 -0.455 0.395
H -0.612 2.871 0.950 0.276
H -1.575 -1.917 -0.093 0.402
H -1.115 -2.085 -1.808 0.261
H -2.811 -2.265 -1.313 0.393
H -2.730 1.097 -2.756 0.449
H -3.922 -0.174 -2.418 0.309
H -2.455 -0.537 -3.349 0.401
```